1.
{"formula": "C24H58P2Si4SnTe", "method": "the ωB97M-V functional and the def2-TZVPD basis", "symbols": ["P", "P", "C", "C", "H", "H", "H", "H", "C", "H", "H", "H", "C", "H", "H", "H", "C", "H", "H", "H", "C", "H", "H", "H", "Sn", "C", "C", "C", "C", "C", "C", "C", "C", "C", "H", "H", "H", "H", "H", "H", "H", "H", "H", "H", "H", "H", "H", "H", "H", "C", "Si", "C", "C", "Si", "Te", "Si", "C", "C", "C", "Si", "C", "C", "C", "H", "H", "H", "H", "H", "H", "H", "H", "H", "H", "H", "H", "H", "H", "H", "H", "H", "H", "H", "H", "H", "H", "H", "H", "H", "H", "H"], "positions_angstrom": [[-0.2461, -3.3547, -3.7409], [0.0413, 3.1211, -0.5413], [0.1985, 0.7726, -2.1458], [0.7420, 2.1302, -1.9462], [-0.8866, 0.7481, -2.0832], [0.3450, 0.9001, -3.2307], [1.8415, 2.0680, -1.9435], [0.5526, 2.7519, -2.8654], [-1.4677, 3.8694, -1.3960], [-2.0673, 4.4620, -0.6848], [-2.0957, 3.0585, -1.7899], [-1.1674, 4.5383, -2.2138], [1.2958, 4.4380, -1.0505], [1.0311, 4.7397, -2.0849], [2.2677, 3.9034, -1.0416], [1.3347, 5.3140, -0.3677], [-1.9069, -3.9609, -3.3821], [-1.9834, -4.5080, -2.4127], [-2.1969, -4.6826, -4.1786], [-2.5839, -3.0751, -3.3852], [1.2487, -4.3394, -3.4324], [1.7681, -4.7097, -4.3275], [0.9844, -5.1947, -2.7961], [2.0850, -3.8278, -2.9037], [1.2122, -1.1926, -2.8141], [0.9945, 0.8157, -5.0534], [-0.3636, 0.9386, -4.8929], [-1.4294, -0.0389, -5.2643], [-1.0608, -1.4243, -5.8389], [0.0142, -2.4020, -5.3521], [1.4911, -2.1882, -5.5133], [2.2797, -1.0399, -5.9630], [1.6204, 0.3131, -6.2854], [2.1332, -2.1749, -0.9018], [1.7112, 1.3055, -4.3707], [-0.7518, 1.9182, -4.5699], [-1.8562, 0.4845, -6.1342], [-2.2495, -0.0352, -4.5088], [-1.9911, -1.9943, -5.9309], [-0.8697, -1.2266, -6.9035], [-0.2552, -3.3107, -5.9484], [1.9433, -3.1301, -5.8310], [2.8038, -1.3572, -6.8658], [3.0527, -0.8352, -5.2082], [2.4497, 1.0137, -6.5076], [0.8939, 0.2637, -7.1269], [1.9621, -1.5288, -0.0056], [3.2205, -2.3537, -1.0254], [1.7072, -3.1733, -0.6253], [2.6061, 0.4805, 2.4835], [1.3773, 1.2548, 3.6770], [1.9157, 0.9336, 5.4617], [1.1651, 3.1220, 3.4568], [-0.7197, 0.2954, 3.2108], [-0.5228, 0.1547, 0.7772], [-0.5870, -1.7793, 4.3022], [-0.6606, -1.5733, 6.1785], [-2.1551, -2.7185, 3.7799], [0.9954, -2.6643, 3.8715], [-2.1859, 1.4788, 4.3803], [-1.4944, 1.8386, 6.0872], [-2.5046, 3.0865, 3.5006], [-3.7357, 0.4255, 4.5578], [3.5147, 1.1005, 2.5144], [2.2386, 0.4728, 1.4445], [2.8702, -0.5473, 2.7714], [2.9830, 1.2048, 5.5002], [1.3708, 1.5639, 6.1791], [1.8200, -0.1186, 5.7604], [0.6428, 3.3904, 2.5257], [0.6329, 3.5730, 4.3096], [2.1821, 3.5464, 3.4273], [-1.6165, -1.1493, 6.5203], [-0.5662, -2.5991, 6.5723], [0.1709, -0.9678, 6.5629], [-2.3964, -2.5434, 2.7155], [-1.9036, -3.7848, 3.9297], [-3.0259, -2.4552, 4.4071], [1.0433, -2.9128, 2.8055], [1.8963, -2.1004, 4.1381], [0.9806, -3.5954, 4.4543], [-0.6493, 2.5355, 6.0544], [-2.3275, 2.3229, 6.6166], [-1.1890, 0.9566, 6.6586], [-2.6063, 2.9518, 2.4188], [-3.4542, 3.4633, 3.9035], [-1.7183, 3.8269, 3.6821], [-4.1250, 0.1338, 3.5709], [-3.5860, -0.4853, 5.1568], [-4.4723, 1.0723, 5.0610]], "forces_ev_per_angstrom": [[1.56, 4.02, 1.64], [0.70, 0.54, -1.80], [0.11, -1.18, -2.84], [0.64, 0.78, 0.39], [-0.15, -0.51, 0.30], [-1.14, -0.81, 1.03], [-0.26, 0.33, 0.65], [-0.09, -0.22, 0.73], [-0.06, -0.41, 0.67], [0.24, -0.33, -0.21], [0.08, 0.22, 0.14], [0.11, -0.31, 0.22], [0.19, 0.34, 1.33], [0.20, -0.11, 0.72], [-0.46, 0.69, 0.05], [0.00, -0.51, -0.60], [-0.55, -1.07, -0.67], [0.31, 0.60, -0.64], [-0.18, 0.46, 0.51], [0.52, -0.71, 0.00], [0.81, -1.32, -0.11], [-0.66, -0.26, 0.08], [-0.02, 0.07, -0.24], [-1.04, 0.17, -0.17], [-0.23, -1.39, 2.07], [-1.42, 1.11, -0.19], [1.23, 0.40, -0.14], [-0.11, 0.64, -1.09], [-0.58, 0.56, -0.43], [-0.65, -2.02, -1.19], [-1.58, -0.24, 1.78], [1.07, 1.35, -1.61], [0.36, -1.80, 0.03], [-0.04, -0.02, 0.15], [-0.53, 0.73, -0.60], [0.07, -0.70, 1.02], [-0.69, -0.27, 0.10], [0.80, -0.14, -0.27], [-0.03, 0.03, 0.36], [0.48, -0.27, 0.27], [0.55, 0.46, -0.60], [0.40, 0.10, 0.98], [0.26, -0.11, -0.10], [0.06, -0.25, -0.63], [-0.60, -0.34, -0.29], [0.70, 0.04, 0.50], [0.24, -0.27, -0.90], [-0.52, 0.31, 0.01], [0.02, 0.76, -0.59], [0.25, 0.34, -0.14], [0.42, 0.07, 0.42], [0.07, 0.06, -0.25], [0.20, -0.14, -0.07], [1.04, 0.03, -0.74], [-0.70, 0.49, 0.52], [-0.23, -0.82, 0.38], [0.01, 0.26, -0.29], [0.38, -0.01, -0.13], [-0.10, -0.17, -0.11], [-1.13, 0.32, 0.62], [0.04, 0.04, -0.02], [-0.32, 0.17, -0.01], [-0.13, 0.35, -0.02], [-0.04, -0.27, -0.02], [0.24, 0.01, 0.45], [-0.07, 0.30, -0.09], [-0.24, -0.08, 0.14], [0.20, -0.24, -0.21], [0.15, 0.33, -0.10], [0.18, -0.03, 0.26], [0.18, -0.20, -0.31], [-0.31, 0.05, -0.02], [0.34, -0.21, -0.07], [-0.04, 0.28, -0.04], [-0.34, -0.26, 0.04], [0.02, -0.20, 0.51], [-0.33, 0.29, -0.10], [0.45, -0.17, -0.36], [0.05, -0.02, 0.15], [-0.21, -0.10, 0.02], [0.18, 0.07, -0.17], [-0.23, -0.05, 0.05], [0.24, -0.03, 0.06], [-0.13, 0.23, -0.13], [-0.09, 0.03, 0.12], [0.17, 0.21, -0.22], [-0.16, -0.12, 0.03], [0.00, 0.09, 0.30], [-0.04, 0.40, -0.13], [-0.03, -0.40, -0.12]], "mol_weight_g_mol": 767.33, "gap_ev": [4.65, 4.65], "charge": 2, "homo_energy_ev": [-12.575, -12.577]}

2.
{"formula": "C24H60InN4Na3O12P", "method": "the ωB97M-V functional and the def2-TZVPD basis", "symbols": ["In", "Na", "Na", "Na", "P", "O", "O", "O", "O", "C", "O", "C", "C", "N", "C", "C", "O", "C", "H", "H", "H", "H", "H", "H", "H", "H", "H", "H", "H", "H", "H", "H", "H", "C", "O", "C", "C", "N", "C", "C", "O", "C", "H", "H", "H", "H", "H", "H", "H", "H", "H", "H", "H", "H", "H", "H", "H", "C", "O", "C", "C", "N", "C", "C", "O", "C", "H", "H", "H", "H", "H", "H", "H", "H", "H", "H", "H", "H", "H", "H", "H", "C", "O", "C", "C", "N", "C", "C", "O", "C", "H", "H", "H", "H", "H", "H", "H", "H", "H", "H", "H", "H", "H", "H", "H"], "positions_angstrom": [[-3.2443, 1.1503, 0.4833], [-3.4511, 0.1536, -3.4605], [-2.1400, 3.2657, -2.9986], [0.6137, -0.0705, -4.4269], [-0.8091, 0.6953, -2.0998], [-1.9360, -0.2843, -1.6134], [-0.9935, 1.9999, -1.2522], [-1.2308, 1.1460, -3.5667], [0.6180, 0.0686, -2.0979], [3.9635, -1.4745, 1.3905], [4.1702, -0.2407, 0.8165], [3.7411, -0.1574, -0.5224], [3.7844, 1.3100, -0.9629], [3.0768, 1.4427, -2.2291], [2.8124, 2.7626, -2.6429], [4.0116, 3.6908, -2.8368], [3.6404, 4.9329, -3.4759], [4.6344, 5.9603, -3.3610], [4.2517, -1.3493, 2.4342], [4.6270, -2.2243, 0.9595], [2.9509, -1.8303, 1.2007], [2.7425, -0.5868, -0.6045], [4.3251, -0.7714, -1.2080], [4.8565, 1.4862, -1.0505], [3.4479, 1.7947, -0.0464], [2.2065, 0.9305, -2.2096], [2.1348, 3.2178, -1.9205], [2.3047, 2.7226, -3.6066], [4.7145, 3.1190, -3.4425], [4.6427, 3.8464, -1.9619], [4.3749, 6.7832, -4.0271], [5.5461, 5.5227, -3.7676], [4.6938, 6.3909, -2.3615], [2.9592, -2.7943, -5.2820], [3.7340, -3.0550, -4.1019], [3.1431, -2.5272, -2.8337], [1.7995, -3.0778, -2.4246], [0.6936, -2.3964, -3.0586], [-0.5289, -3.1251, -2.8500], [-0.6743, -4.3328, -3.7302], [-1.9105, -4.9815, -3.4869], [-2.1176, -5.9802, -4.3814], [3.2659, -3.4596, -6.0890], [3.2151, -1.7713, -5.5579], [1.8805, -2.7980, -5.1255], [2.9378, -1.4617, -2.9371], [3.8670, -2.6973, -2.0368], [1.8028, -2.9391, -1.3435], [1.8927, -4.1612, -2.4997], [0.6435, -1.4984, -2.5992], [-1.3332, -2.4123, -3.0321], [-0.6908, -3.4324, -1.8168], [0.1449, -5.0455, -3.6349], [-0.5633, -4.0655, -4.7811], [-2.2235, -5.6963, -5.4284], [-3.0794, -6.4499, -4.1753], [-1.2951, -6.6951, -4.3549], [-0.1208, -1.1530, 0.8969], [-0.3382, 0.1934, 1.1754], [0.7931, 1.0600, 1.2956], [0.3700, 2.4407, 1.8641], [-0.8212, 3.0989, 1.1335], [-1.1200, 4.4261, 1.6805], [-1.7782, 4.1230, 3.0431], [-2.9999, 3.3716, 2.8500], [-3.9377, 3.5727, 3.9092], [0.6544, -1.2157, 0.1333], [-0.9799, -1.7681, 0.6287], [0.3595, -1.6213, 1.7560], [1.2571, 1.1377, 0.3124], [1.4550, 0.6016, 2.0303], [1.2493, 3.0785, 1.7733], [0.0926, 2.3256, 2.9119], [-0.6693, 3.0347, 0.1371], [-1.8078, 5.0662, 1.1281], [-0.1815, 4.9680, 1.7973], [-1.9828, 5.0058, 3.6487], [-1.1282, 3.4986, 3.6561], [-4.9030, 3.1073, 3.7099], [-4.1001, 4.6485, 3.9758], [-3.4970, 3.1701, 4.8213], [-1.9740, 0.1686, 8.0670], [-1.5831, -0.0847, 6.7685], [-2.6118, -0.0229, 5.8027], [-2.0083, 0.1160, 4.3340], [-2.9554, -0.3168, 3.2688], [-3.1700, -1.8187, 3.2728], [-3.9698, -2.3136, 2.0717], [-3.4514, -1.8471, 0.8611], [-4.0481, -2.4338, -0.2656], [-1.2521, -0.3471, 8.7003], [-2.9283, -0.2732, 8.3535], [-1.9588, 1.2271, 8.3268], [-3.1867, 0.8638, 6.0697], [-3.2874, -0.8680, 5.9352], [-1.0525, -0.4078, 4.3488], [-1.8477, 1.1895, 4.2345], [-3.8532, 0.0537, 3.5459], [-3.7641, -2.0537, 4.1558], [-2.1862, -2.2760, 3.3784], [-5.0350, -2.0929, 2.1411], [-3.7768, -3.3856, 2.1107], [-4.0472, -3.5133, -0.1141], [-3.4937, -2.1961, -1.1735], [-5.0681, -2.0875, -0.4318]], "forces_ev_per_angstrom": [[1.30, -1.11, 0.04], [0.87, -0.47, 0.30], [0.92, -0.43, 0.16], [0.20, -0.17, 0.06], [-0.87, -0.08, 0.53], [-0.03, 0.70, -0.23], [0.10, 0.53, 0.01], [-0.12, -0.28, -0.17], [-2.13, 1.56, -0.04], [0.67, -0.71, 0.17], [0.05, 1.42, -0.76], [-0.02, -0.16, -0.32], [0.47, -2.00, 0.14], [1.45, -0.82, 0.60], [-0.46, 1.87, -0.09], [0.80, -0.09, -0.68], [-0.37, -0.64, 0.86], [-0.34, -0.64, -0.82], [-0.49, -0.35, 0.10], [0.20, -0.23, -0.09], [-0.38, -0.03, 0.46], [-0.57, 0.16, 0.05], [0.51, -0.01, 0.17], [-0.04, 0.63, -0.23], [-0.55, 1.04, -0.19], [-0.07, -0.08, 0.29], [-0.46, 0.62, 0.13], [-0.17, 0.14, -0.12], [0.12, 0.06, -0.75], [-0.58, 0.38, 0.66], [-0.32, -0.18, -0.08], [0.51, 0.35, 0.52], [0.31, -0.40, 0.20], [0.54, 0.80, 0.77], [-1.32, -0.01, 1.57], [0.22, -0.16, -2.02], [1.70, -0.59, 0.43], [0.38, -1.28, -0.61], [-0.99, 0.36, 0.16], [0.12, -0.35, -0.56], [0.52, 2.09, 0.88], [-0.74, -1.86, -1.19], [0.00, -0.07, 0.27], [0.01, 0.35, -0.51], [0.04, -0.55, 0.10], [0.67, 0.48, -0.17], [0.17, -0.09, -0.43], [-0.40, 0.22, 0.51], [-0.77, -0.14, -0.62], [-0.26, 0.08, 0.40], [-0.34, -0.13, -0.21], [0.20, -0.13, 0.42], [0.19, -0.21, 0.61], [-0.44, 0.42, -0.38], [0.26, 0.71, -0.25], [0.21, -0.27, 0.39], [-0.05, -0.44, 0.09], [2.21, -0.92, 0.15], [-1.89, 1.89, 0.41], [-1.15, -0.67, -0.19], [-1.46, -1.63, -0.71], [3.45, 1.33, 1.41], [-1.51, -1.01, 1.32], [-0.77, -0.42, 0.80], [0.59, 0.36, -0.95], [0.54, 0.45, 0.01], [-0.23, -0.23, -0.54], [-0.32, 0.88, -0.07], [-0.08, -0.20, 0.47], [0.25, 0.15, 0.02], [0.53, 0.24, -0.05], [-0.16, 0.49, -0.08], [0.10, 0.09, -0.16], [-0.67, -1.01, -1.57], [0.06, -0.55, -0.60], [0.19, -0.06, 0.19], [0.01, 0.32, -0.35], [0.17, 0.16, 0.03], [0.31, -0.23, -0.31], [-0.17, 0.04, 0.43], [-0.27, 0.11, 0.28], [0.19, -0.40, 1.49], [0.58, -0.45, -1.84], [0.43, 0.49, -0.05], [-1.26, 0.00, 1.64], [0.41, -0.77, 0.16], [-0.12, 1.77, 0.04], [0.91, -0.49, 0.60], [0.65, 1.49, -0.44], [-0.13, -0.56, -0.32], [0.13, 0.22, 0.09], [-0.35, 0.05, -0.31], [-0.14, 0.20, -0.13], [-0.44, 0.30, -0.45], [-0.01, -0.33, -0.27], [-0.12, -0.12, -0.47], [0.30, -0.02, -0.37], [-0.29, 0.36, -0.01], [0.11, -0.44, 0.08], [-0.10, -0.14, -0.31], [-0.16, -0.02, 0.17], [-0.66, -0.41, -0.08], [-0.18, -0.16, -0.31], [0.41, 0.06, 0.33], [-0.35, -0.01, 0.28]], "mol_weight_g_mol": 811.52, "spin_multiplicity": 2, "gap_ev": [6.11, 3.36], "charge": 2, "homo_energy_ev": [-12.425, -12.416]}

| no. | energy (eV) |
| --- | --- |
| 1 | -89020.6444 |
| 2 | -84089.3746 |